A 3-piece molecular cluster, C12H42N6O3P3 overall at a distorted geometry, computed with ωB97M-V/def2-TZVPD.

Element x y z (Å)
P  -2.04483  -0.77493  -0.24890
P  -7.95701  2.41628  0.63414
P  3.92794  0.07565  0.65787
O  3.11152  -0.81366  1.52528
O  -6.25742  1.96328  0.84207
O  -1.99615  0.58012  0.33888
N  -1.44096  -0.58232  -1.82540
N  -1.58142  -2.41000  0.03238
N  3.49553  1.60615  1.35065
N  4.25827  0.77477  -0.89321
N  5.52215  -0.26162  1.11864
N  -3.71104  -1.09977  -0.42388
C  -0.15641  0.08093  -1.90779
C  6.61646  0.63324  0.80182
C  2.04772  1.75167  1.47592
C  3.79593  2.11748  -1.25613
C  -2.56482  -3.42926  0.39750
C  -0.42221  -2.49561  0.94815
C  4.16211  2.00273  2.58161
C  5.93273  -1.65427  0.99541
C  -1.56793  -1.60870  -2.83569
C  -4.40382  -0.55728  -1.59174
C  3.92108  -0.15762  -1.99254
C  -4.47211  -0.79048  0.79350
H  -0.68768  -2.24036  1.97958
H  4.13050  1.22708  3.35848
H  0.36727  -1.80992  0.62926
H  4.34364  0.19711  -2.93264
H  -4.23854  0.51637  -1.73021
H  6.83578  -1.83122  1.58291
H  1.54141  1.39799  0.57416
H  7.43401  0.45035  1.50389
H  -3.29881  -3.55485  -0.39025
H  -4.65959  0.27776  0.91140
H  -2.02965  -4.37717  0.50421
H  2.84063  -0.27829  -2.11839
H  -7.93922  3.18065  1.89118
H  -5.43346  -1.30661  0.76669
H  -1.48760  -1.14646  -3.82364
H  -0.78946  -2.38233  -2.75526
H  1.79403  2.80705  1.59713
H  -4.11346  -1.07546  -2.50498
H  4.14746  2.31790  -2.27181
H  -9.38326  2.73196  0.47710
H  4.34969  -1.14373  -1.79114
H  5.20323  2.27072  2.40534
H  -2.53271  -2.10508  -2.78696
H  -8.30488  1.19844  1.38030
H  4.23424  2.86441  -0.60544
H  5.15475  -2.31247  1.37869
H  3.67877  2.89854  2.97607
H  -5.68700  2.71347  0.64571
H  -3.93395  -1.14398  1.68032
H  2.70835  2.22847  -1.24266
H  6.32813  1.67626  0.90234
H  -7.58005  3.62589  -0.14575
H  0.66798  -0.59677  -1.62270
H  -3.08608  -3.22216  1.33657
H  6.14136  -1.93537  -0.04740
H  1.64050  1.18821  2.32102
H  -0.13126  0.94421  -1.24346
H  -5.47560  -0.71496  -1.47210
H  -0.00340  -3.50250  0.93577
H  7.00241  0.49105  -0.21677
H  -7.99247  1.66035  -0.63431
H  0.02871  0.44863  -2.92077

The value obtained for the HOMO energy is -2.8 eV. As for the electronic energy: -2060.64401 hartree. As for the max |F|: 5.6 eV/Å. Its total charge is -1.

---

C12H43AgO10 as an isolated structure at a distorted geometry, computed with ωB97M-V/def2-TZVPD.

Element x y z (Å)
Ag  0.67727  2.98980  -1.54875
O  -0.35013  1.03621  -0.78882
O  -1.02089  2.07070  1.90990
O  1.04035  3.55266  0.75709
O  1.59957  -0.27047  4.12368
O  4.57848  0.76277  -0.20180
O  -1.10283  4.47765  -1.26567
O  -3.28273  1.11840  -1.88435
O  0.78628  -5.79087  1.97540
O  2.43198  -4.10706  -1.40408
O  -3.32100  1.01697  -4.68524
C  0.07467  -0.25029  -0.66250
C  -0.66666  -1.09567  0.38062
C  -3.26472  -0.35959  -5.02246
C  -2.21060  4.14137  -0.43055
C  0.11470  -4.56123  2.22699
C  -0.07794  -0.89556  -2.07749
C  2.18066  -1.35047  3.41210
C  -1.60857  1.55175  3.10059
C  3.21478  -3.20544  -2.16137
C  -4.28830  0.19711  -1.43194
C  1.83230  4.45227  1.52489
C  4.01183  -0.38506  0.41716
H  -2.06675  4.54466  0.57145
H  3.10057  -0.10583  0.96510
H  -1.10323  -1.26156  -2.15082
H  0.66929  -3.73093  1.78531
H  3.66378  -0.96931  -0.43035
H  0.84963  -0.56641  4.64313
H  -0.28365  -0.87891  1.37975
H  -2.41922  0.79327  -1.61612
H  -1.17634  1.45724  1.18459
H  1.40575  -6.01997  2.66991
H  -0.86187  -4.64260  1.75401
H  -2.40134  3.07489  -0.44174
H  -1.16207  5.39210  -1.55182
H  -1.12825  0.61263  3.39549
H  0.06845  -0.17460  -2.88394
H  -2.66631  1.34154  2.93747
H  4.66279  -0.90543  1.11859
H  -3.13089  4.59773  -0.81030
H  -1.45948  2.25648  3.91085
H  -3.34668  1.06787  -3.71496
H  1.20506  4.90906  2.29797
H  -3.48232  -0.44929  -6.08593
H  3.79314  -3.71555  -2.93300
H  -4.02740  -0.93144  -4.48619
H  -1.73888  -0.89236  0.31827
H  1.73025  -1.33809  2.41522
H  -5.12950  0.17320  -2.11475
H  2.37906  -3.81646  -0.49288
H  3.92697  -2.74602  -1.47467
H  4.82799  1.40667  0.46776
H  -0.47371  -2.15127  0.19724
H  1.13791  -0.29255  -0.37434
H  -0.01778  -4.49521  3.30738
H  2.09181  -2.29920  3.94561
H  2.20629  5.25911  0.90413
H  -2.26907  -0.78597  -4.85826
H  2.66698  -2.44427  -2.73141
H  0.62212  -1.71085  -2.24220
H  2.63152  3.93747  2.05977
H  0.55863  2.94685  1.34638
H  3.26048  -1.23801  3.30090
H  -4.62268  0.48782  -0.43260
H  -3.83957  -0.79240  -1.31339

The relative energy (zero: lowest compared OMol25 entry of this formula, charge and spin) comes out at 0.063 eV. The value obtained for the HOMO energy (alpha / beta) is -12.1 / -12.1 eV. Its spin multiplicity is 2. As for the electronic energy: -1381.88283 hartree. As for the max |F|: 1.4 eV/Å. Its total charge is +1.

---

A 8-piece molecular cluster, C12H43N3O8 overall at a distorted geometry, computed with ωB97M-V/def2-TZVPD.

Element x y z (Å)
O  -2.02481  3.25235  1.87098
O  2.68596  -2.01876  -0.44538
O  0.54623  -0.84366  -1.23576
O  2.06426  2.43371  -4.95545
O  -0.70375  -0.69242  -3.81727
O  1.38019  -4.60304  -0.39177
O  -2.07719  -1.83805  0.57458
O  -0.93812  -4.50804  4.67581
N  1.88567  2.97224  -1.26576
N  -0.68345  1.10321  0.55029
N  -0.60587  -3.98059  1.79782
C  1.47984  2.75421  -3.69458
C  -2.88859  4.10485  2.62905
C  -2.54307  2.76962  0.69316
C  -0.71704  -3.19331  4.11145
C  -1.92228  -4.54200  5.70950
C  0.19178  -3.32234  2.86091
C  0.61985  -1.89892  2.46587
C  3.23232  1.40716  -2.49606
C  2.86324  3.53587  -5.42868
C  -1.44680  2.13909  -0.12123
C  2.49671  2.73949  -2.54129
C  -2.13568  1.50074  -1.34451
H  -3.66908  3.57232  3.22303
H  3.80331  3.75883  -4.95623
H  -1.37904  1.17888  -2.06495
H  -0.78682  2.96652  -0.36895
H  -2.02289  -5.58961  6.02906
H  0.81561  1.89581  -3.56900
H  1.11479  2.31861  -1.04722
H  -2.87564  -4.16339  5.34242
H  -3.30121  2.02635  1.06502
H  -0.99005  -4.85933  2.12883
H  1.14264  -1.44648  3.32726
H  -0.19133  -1.19673  2.26241
H  1.00977  -5.17094  -1.10181
H  3.04803  3.30409  -6.46433
H  0.27696  -0.08764  -0.65670
H  -1.63512  -2.66836  0.94305
H  3.21024  3.55567  -2.66766
H  -1.30344  0.32128  0.71134
H  -1.53376  -4.02680  6.57845
H  0.86656  3.67714  -3.75065
H  -0.18851  -0.94521  -3.02736
H  4.05160  1.48144  -1.80097
H  -2.79535  2.20004  -1.87377
H  1.39216  3.85592  -1.32976
H  -0.12448  -1.51273  -0.93987
H  -1.65508  -2.66851  3.83043
H  -3.36806  4.87030  1.99696
H  -2.79865  0.64765  -1.08829
H  -3.10734  3.48544  0.04965
H  1.35249  -1.98006  1.65088
H  3.32482  -1.32227  -0.27542
H  0.03212  -4.17952  0.99776
H  -0.38569  1.47009  1.44015
H  1.90945  -1.49750  -0.70876
H  1.04263  -3.93083  3.19572
H  -2.92867  -1.87445  0.97087
H  2.34495  4.50027  -5.48064
H  -0.22076  -2.60969  4.88785
H  2.07047  -4.07642  -0.82675
H  2.53667  0.66228  -2.12962
H  3.56381  1.11340  -3.48081
H  -2.23771  4.63449  3.31537
H  -0.16981  -0.96173  -4.53873

The relative energy (zero: lowest compared OMol25 entry of this formula, charge and spin) comes out at 0.752 eV. The value obtained for the HOMO energy is -9.0 eV. As for the electronic energy: -1249.14479 hartree. The SMILES is COC[C@H](C)N.COC[C@H](C)N.COC[C@H](C)N.O.O.O.O.O. As for the max |F|: 2.3 eV/Å.

---

> Which value of max |F| does entry 1 give?

5.6 eV/Å

---

Copy entry 3 word for word.
A 8-piece molecular cluster, C12H43N3O8 overall at a distorted geometry, computed with ωB97M-V/def2-TZVPD.

Element x y z (Å)
O  -2.02481  3.25235  1.87098
O  2.68596  -2.01876  -0.44538
O  0.54623  -0.84366  -1.23576
O  2.06426  2.43371  -4.95545
O  -0.70375  -0.69242  -3.81727
O  1.38019  -4.60304  -0.39177
O  -2.07719  -1.83805  0.57458
O  -0.93812  -4.50804  4.67581
N  1.88567  2.97224  -1.26576
N  -0.68345  1.10321  0.55029
N  -0.60587  -3.98059  1.79782
C  1.47984  2.75421  -3.69458
C  -2.88859  4.10485  2.62905
C  -2.54307  2.76962  0.69316
C  -0.71704  -3.19331  4.11145
C  -1.92228  -4.54200  5.70950
C  0.19178  -3.32234  2.86091
C  0.61985  -1.89892  2.46587
C  3.23232  1.40716  -2.49606
C  2.86324  3.53587  -5.42868
C  -1.44680  2.13909  -0.12123
C  2.49671  2.73949  -2.54129
C  -2.13568  1.50074  -1.34451
H  -3.66908  3.57232  3.22303
H  3.80331  3.75883  -4.95623
H  -1.37904  1.17888  -2.06495
H  -0.78682  2.96652  -0.36895
H  -2.02289  -5.58961  6.02906
H  0.81561  1.89581  -3.56900
H  1.11479  2.31861  -1.04722
H  -2.87564  -4.16339  5.34242
H  -3.30121  2.02635  1.06502
H  -0.99005  -4.85933  2.12883
H  1.14264  -1.44648  3.32726
H  -0.19133  -1.19673  2.26241
H  1.00977  -5.17094  -1.10181
H  3.04803  3.30409  -6.46433
H  0.27696  -0.08764  -0.65670
H  -1.63512  -2.66836  0.94305
H  3.21024  3.55567  -2.66766
H  -1.30344  0.32128  0.71134
H  -1.53376  -4.02680  6.57845
H  0.86656  3.67714  -3.75065
H  -0.18851  -0.94521  -3.02736
H  4.05160  1.48144  -1.80097
H  -2.79535  2.20004  -1.87377
H  1.39216  3.85592  -1.32976
H  -0.12448  -1.51273  -0.93987
H  -1.65508  -2.66851  3.83043
H  -3.36806  4.87030  1.99696
H  -2.79865  0.64765  -1.08829
H  -3.10734  3.48544  0.04965
H  1.35249  -1.98006  1.65088
H  3.32482  -1.32227  -0.27542
H  0.03212  -4.17952  0.99776
H  -0.38569  1.47009  1.44015
H  1.90945  -1.49750  -0.70876
H  1.04263  -3.93083  3.19572
H  -2.92867  -1.87445  0.97087
H  2.34495  4.50027  -5.48064
H  -0.22076  -2.60969  4.88785
H  2.07047  -4.07642  -0.82675
H  2.53667  0.66228  -2.12962
H  3.56381  1.11340  -3.48081
H  -2.23771  4.63449  3.31537
H  -0.16981  -0.96173  -4.53873

The relative energy (zero: lowest compared OMol25 entry of this formula, charge and spin) comes out at 0.752 eV. The value obtained for the HOMO energy is -9.0 eV. As for the electronic energy: -1249.14479 hartree. The SMILES is COC[C@H](C)N.COC[C@H](C)N.COC[C@H](C)N.O.O.O.O.O. As for the max |F|: 2.3 eV/Å.

---

> max |F| of number 2 (C12H43AgO10)?

1.4 eV/Å